DFT (ωB97M-V/def2-TZVPD) results for a 8-piece molecular cluster, C44H49FN overall.

Computed properties:
HOMO: -10.850 eV
M: 610.9 g mol⁻¹
gap between HOMO and LUMO: 7.53 eV
total charge: +1
F_max: 0.24 eV Å⁻¹
LUMO level: -0.122 Eh

Structure (XYZ):
```
95
Properties=species:S:1:pos:R:3:forces:R:3:mulliken_charge:R:1
C 1.07092 -0.99791 2.44091 0.040 0.085 -0.098 -1.076
C -0.23597 -1.70489 2.18938 -0.076 0.025 0.099 0.348
N -1.41105 -0.74867 2.31492 0.054 0.031 0.175 -0.212
F -0.33221 -2.14989 0.90909 0.016 -0.130 0.012 -0.247
H 1.78034 -1.68556 2.89870 0.018 0.035 -0.111 0.329
H 0.95528 -0.14053 3.10827 0.028 -0.095 0.019 0.440
H 1.47018 -0.65019 1.48543 0.041 0.055 0.117 0.135
H -0.42587 -2.53652 2.86960 -0.053 0.056 -0.032 0.388
H -2.29654 -1.24174 2.45125 0.016 -0.006 -0.194 0.396
H -1.27882 -0.11794 3.10946 -0.079 0.020 -0.076 0.368
H -1.47376 -0.16714 1.46591 -0.097 0.098 0.069 0.114
C 5.24067 -0.20263 -1.53797 -0.007 0.010 0.015 -0.602
C 4.37569 -1.17086 -1.04600 0.022 0.037 0.004 -0.651
C 3.04696 -0.84907 -0.81005 -0.082 -0.079 0.040 -0.039
C 2.57750 0.43041 -1.07269 0.001 0.002 0.035 0.034
C 3.44082 1.39651 -1.56939 -0.012 0.048 0.010 -0.544
C 4.77301 1.07918 -1.79822 0.003 -0.009 0.007 -0.546
H 6.27938 -0.44817 -1.71704 -0.004 -0.001 -0.009 0.416
H 4.73694 -2.17109 -0.84441 0.003 -0.002 -0.033 0.651
H 2.37418 -1.60884 -0.42769 0.000 -0.022 -0.058 -0.136
H 1.53532 0.67796 -0.90027 -0.004 -0.009 -0.027 0.429
H 3.07646 2.39435 -1.77889 0.016 0.001 -0.012 0.543
H 5.44714 1.83327 -2.18365 -0.004 -0.004 -0.008 0.428
C -3.58874 3.52192 -0.00484 0.005 0.003 -0.008 -0.389
C -3.36806 3.71042 1.35377 -0.044 -0.017 0.028 0.030
C -2.27098 3.12221 1.96598 -0.061 -0.055 -0.006 -0.698
C -1.39750 2.35132 1.20775 0.147 -0.178 0.080 -0.581
C -1.61506 2.15957 -0.15232 -0.023 -0.067 0.022 -0.341
C -2.71709 2.74852 -0.75859 -0.028 -0.029 -0.004 -0.713
H -4.44468 3.98337 -0.47940 0.005 0.003 0.000 0.398
H -4.05263 4.31415 1.93533 -0.008 -0.017 0.003 0.220
H -2.09625 3.27158 3.02419 0.031 0.046 -0.013 0.409
H -0.51459 1.92082 1.67654 0.079 0.144 -0.035 0.931
H -0.92367 1.56968 -0.74332 0.023 0.042 -0.011 0.323
H -2.89052 2.61014 -1.81736 0.002 0.002 0.001 0.408
C -1.12911 -5.92967 -1.69813 -0.006 0.005 -0.019 -0.462
C -0.59796 -4.83682 -1.02821 -0.005 -0.014 0.007 -0.458
C 0.52488 -4.19154 -1.52958 -0.003 0.005 -0.016 0.203
C 1.11539 -4.63501 -2.70446 -0.002 0.004 -0.006 -0.406
C 0.58136 -5.72590 -3.37758 -0.004 0.016 -0.003 -0.383
C -0.53906 -6.37199 -2.87444 -0.002 -0.029 0.005 -0.613
H -2.00915 -6.42975 -1.31456 0.007 -0.005 0.002 0.419
H -1.06354 -4.48936 -0.11381 0.009 -0.009 0.005 0.353
H 0.94261 -3.33925 -1.00908 -0.007 0.001 -0.005 0.099
H 1.98830 -4.12911 -3.09694 -0.001 0.000 0.001 0.437
H 1.03562 -6.06833 -4.29821 0.007 -0.009 0.010 0.391
H -0.96141 -7.21572 -3.40461 0.009 -0.006 0.008 0.414
C 4.95983 5.95355 -0.95901 -0.018 0.010 -0.008 -0.425
C 4.10505 4.96833 -0.48450 0.011 -0.042 0.013 -0.324
C 2.76307 5.25479 -0.27343 -0.003 -0.009 -0.009 -0.421
C 2.27357 6.52621 -0.53925 0.000 -0.002 -0.001 -0.445
C 3.12843 7.51143 -1.01389 -0.001 0.000 -0.001 -0.367
C 4.47073 7.22557 -1.22270 -0.002 -0.002 -0.005 -0.404
H 6.00625 5.73090 -1.12339 -0.001 0.003 0.008 0.369
H 4.48549 3.97557 -0.27657 0.010 0.009 0.014 0.434
H 2.09721 4.48585 0.10087 0.000 0.000 -0.002 0.494
H 1.22717 6.75072 -0.37571 0.002 0.001 0.000 0.362
H 2.74834 8.50323 -1.22158 0.002 -0.002 0.003 0.363
H 5.13622 7.99524 -1.59134 -0.003 -0.002 -0.002 0.368
C -8.61056 4.30612 4.08094 0.002 -0.003 0.000 -0.364
C -7.84099 4.91661 5.06211 0.003 -0.003 0.000 -0.393
C -6.68775 5.60548 4.71239 0.000 -0.020 0.001 -0.403
C -6.30680 5.68541 3.37974 0.036 -0.005 -0.005 -0.477
C -7.07678 5.07544 2.39856 0.023 -0.018 -0.017 -0.269
C -8.22854 4.38418 2.74873 0.009 -0.011 0.009 -0.425
H -9.51240 3.77389 4.35444 0.001 0.003 0.000 0.365
H -8.14406 4.86090 6.09963 0.001 -0.001 -0.002 0.365
H -6.09031 6.08530 5.47693 -0.008 0.010 -0.003 0.372
H -5.41280 6.23336 3.10652 -0.018 0.025 -0.001 0.458
H -6.78469 5.14525 1.35760 -0.013 0.017 -0.001 0.421
H -8.83150 3.91220 1.98371 -0.004 0.009 0.001 0.368
C -3.97843 -4.77780 -5.38365 -0.007 0.002 0.005 -0.575
C -5.35498 -4.74304 -5.56072 -0.002 -0.003 0.003 -0.341
C -6.18752 -4.46884 -4.48438 0.000 -0.001 -0.001 -0.418
C -5.64344 -4.22813 -3.23008 0.003 0.001 0.000 -0.400
C -4.26685 -4.26209 -3.05435 0.000 -0.004 0.009 -0.382
C -3.43351 -4.53754 -4.12986 0.013 0.037 -0.008 -0.102
H -3.33012 -4.99394 -6.22320 -0.002 0.005 0.001 0.372
H -5.77980 -4.93084 -6.53831 0.001 -0.003 0.003 0.367
H -7.26073 -4.44571 -4.62264 0.002 0.003 -0.001 0.361
H -6.29439 -4.01681 -2.39095 0.000 -0.003 -0.002 0.356
H -3.83800 -4.07825 -2.07624 0.003 -0.009 -0.002 0.377
H -2.36093 -4.56599 -3.98734 -0.003 0.004 -0.010 0.394
C 7.74708 -2.14488 2.10221 0.002 -0.010 0.002 -0.572
C 6.50297 -2.57450 1.66052 -0.023 0.014 0.032 -0.176
C 6.18261 -3.92510 1.69022 -0.005 0.004 -0.011 -0.320
C 7.10560 -4.84763 2.16366 0.002 0.000 -0.002 -0.450
C 8.34860 -4.41768 2.60699 -0.002 -0.001 0.001 -0.408
C 8.66979 -3.06740 2.57529 0.002 0.000 -0.006 -0.351
H 7.99802 -1.09211 2.07576 -0.002 -0.002 0.004 0.367
H 5.78250 -1.85399 1.29398 0.020 0.016 0.002 0.426
H 5.21458 -4.26271 1.33899 0.001 -0.001 0.002 0.401
H 6.85796 -5.90106 2.18511 0.001 0.002 -0.001 0.363
H 9.06904 -5.13616 2.97570 -0.001 0.002 -0.003 0.360
H 9.64101 -2.73461 2.91771 -0.003 -0.001 0.002 0.368
```
Forces are in eV/Å.